{"formula": "C29H50As2ClIrO4S", "method": "ωB97M-V/def2-TZVPD", "symbols": ["C", "H", "H", "C", "C", "C", "H", "C", "H", "H", "C", "H", "Ir", "H", "C", "H", "H", "C", "C", "C", "As", "H", "H", "H", "O", "H", "H", "C", "H", "H", "H", "H", "H", "H", "C", "H", "H", "C", "H", "C", "H", "C", "O", "H", "C", "H", "H", "H", "C", "H", "H", "C", "S", "Cl", "H", "C", "O", "As", "H", "H", "H", "H", "C", "H", "H", "C", "H", "C", "H", "C", "C", "C", "O", "H", "C", "H", "H", "H", "C", "H", "C", "H", "H", "H", "H", "C", "H", "H"], "positions_angstrom": [[-3.342423, 5.079412, -0.188613], [-4.153259, 3.100156, -0.042236], [0.682209, -5.733572, -1.567864], [-0.165896, -6.272351, -3.434359], [0.597443, -4.188834, 2.835586], [-1.013157, 5.241813, -0.784774], [4.453012, -0.124983, 0.034555], [-2.062798, 3.084661, -0.563991], [-2.686735, -1.347001, 2.959548], [0.128069, -7.312053, -3.394224], [3.152844, -0.463507, -1.614386], [-0.270454, -2.109154, -1.531319], [0.444319, 0.807688, -0.154566], [-1.617461, 0.932065, -3.239613], [-2.575572, -0.689166, 3.823642], [-1.280263, 0.732671, 2.833823], [2.001583, 4.509053, 0.178511], [0.132943, -5.400477, -2.439946], [2.298000, 2.232444, 2.102447], [-0.887895, -5.801572, -4.556963], [0.698881, 2.909328, -1.284879], [-2.599266, -1.303977, 4.725025], [-0.146973, 5.859696, -0.990109], [-4.131918, 0.411048, -0.122421], [2.510057, 0.344810, 0.556850], [-1.279088, 0.856827, 4.576819], [-0.009949, 2.409405, -3.673875], [-1.007429, -3.580014, -3.689121], [2.126053, 4.955033, -1.530155], [1.341951, -4.328800, 2.046349], [-1.314163, -2.543424, -3.757057], [-0.786829, -3.205374, 1.445683], [1.560676, -1.412730, -3.469766], [0.833199, -0.008636, 4.118530], [0.166808, 3.203283, 2.565361], [-3.200720, 0.780536, 1.348665], [-2.286902, 6.928847, -0.417654], [-3.268538, 3.691421, -0.246738], [-0.061205, -1.454617, 4.586248], [-0.004909, -0.651872, 3.848190], [3.990204, -0.526292, -2.316351], [-3.164410, 0.313636, 0.367728], [-0.230789, -0.746962, 1.164247], [1.745839, 2.703059, -3.569114], [1.720341, -0.329358, -3.503124], [-2.907493, -0.737038, 0.478773], [2.662880, 2.966589, 1.383381], [0.597873, 4.058187, -3.488609], [2.898910, 0.883676, 1.850857], [3.091133, 3.610697, -0.914819], [0.293776, 3.237612, 3.648646], [-2.409888, 0.742583, -2.520776], [0.505260, -1.480774, 2.308648], [-1.262351, -6.876272, -5.784988], [2.882084, -1.480992, -1.305504], [-1.301561, 0.141655, 3.751726], [0.885308, 2.092228, 2.014815], [-1.828398, 1.178575, -0.724971], [3.985976, 0.914751, 1.922019], [1.919027, -4.802078, 4.436010], [-3.278967, 1.348213, -2.773072], [3.824592, 1.372237, -0.694026], [1.282979, -3.957812, 4.177489], [0.012170, -5.109354, 2.880555], [-1.184438, -2.971603, 3.151030], [0.765725, 3.016662, -3.216194], [-0.883625, 3.069162, 2.317650], [-1.307245, -4.451104, -4.681688], [0.561922, -3.502594, -0.645443], [-0.275778, -4.015758, -2.522192], [0.017888, -3.159903, -1.519185], [-0.363647, -3.069511, 2.442798], [2.041164, 0.178047, -2.213257], [2.602340, 2.564861, 3.100945], [3.577784, 0.345135, -0.416466], [0.513023, 4.146809, 2.137007], [2.537150, 0.175731, 2.591177], [0.550810, -3.844808, 4.979641], [2.135383, 4.123147, -0.827409], [-2.692560, -0.309705, -2.552234], [-0.928024, 3.858118, -0.826124], [0.808889, 0.163380, -3.828716], [2.522257, -0.114942, -4.212790], [-1.856328, -4.152565, -5.563840], [-4.278514, 5.558743, 0.064623], [-2.222026, 5.849739, -0.459786], [1.921324, -3.069545, 4.166305], [-3.452212, -0.042343, 3.853407]], "forces_ev_per_a": [[-0.03, -0.06, 0.01], [0.00, 0.00, 0.00], [0.00, 0.01, 0.00], [0.00, 0.00, 0.01], [-0.04, -0.01, 0.00], [-0.01, 0.07, 0.05], [0.02, 0.02, 0.01], [0.10, -0.05, -0.09], [0.00, 0.02, 0.00], [0.00, 0.01, 0.00], [0.03, 0.11, 0.05], [0.01, -0.14, -0.06], [-0.14, 0.63, 0.22], [0.01, 0.02, -0.02], [0.00, -0.04, -0.01], [0.02, 0.01, 0.00], [0.03, 0.04, 0.03], [-0.02, 0.02, -0.02], [0.02, 0.03, 0.08], [-0.03, -0.09, -0.10], [0.04, -0.02, 0.00], [0.00, 0.01, -0.01], [-0.01, 0.00, -0.01], [-0.03, -0.01, 0.03], [0.15, 0.27, -0.06], [-0.04, -0.03, 0.02], [-0.01, -0.02, 0.00], [0.01, -0.03, 0.01], [-0.01, -0.01, -0.01], [0.03, 0.03, 0.02], [0.00, 0.00, 0.00], [-0.02, -0.04, 0.02], [0.00, 0.01, 0.00], [-0.02, 0.01, -0.05], [0.02, 0.07, -0.07], [0.01, 0.00, 0.03], [0.01, -0.01, 0.00], [-0.06, 0.05, -0.01], [0.03, 0.04, 0.04], [0.01, -0.06, -0.01], [0.01, 0.02, 0.01], [0.01, 0.15, -0.06], [-0.10, -0.41, -0.14], [0.00, -0.03, 0.00], [0.10, -0.14, 0.04], [0.02, 0.00, -0.02], [-0.02, 0.05, -0.01], [0.02, -0.01, -0.02], [0.02, -0.24, -0.08], [0.03, 0.02, 0.02], [0.01, -0.03, 0.01], [-0.03, -0.06, 0.03], [0.00, 0.02, 0.03], [0.02, 0.06, 0.06], [0.02, -0.01, -0.01], [0.00, 0.02, -0.01], [-0.05, -0.01, 0.13], [0.11, -0.01, 0.21], [0.00, 0.05, -0.08], [0.00, 0.00, -0.01], [-0.01, 0.00, 0.01], [-0.03, 0.00, -0.04], [-0.01, 0.00, 0.02], [0.01, 0.00, -0.02], [0.01, 0.03, 0.01], [-0.01, 0.06, 0.03], [0.01, -0.02, 0.01], [0.00, 0.00, 0.00], [0.01, 0.00, -0.03], [0.00, -0.02, 0.02], [-0.01, 0.06, 0.02], [0.00, 0.05, -0.04], [-0.13, -0.10, -0.10], [-0.08, -0.01, 0.01], [-0.02, -0.20, 0.05], [0.01, -0.01, -0.03], [0.02, -0.08, 0.03], [0.01, 0.00, -0.01], [-0.09, 0.01, -0.05], [0.01, -0.01, -0.01], [0.00, -0.07, -0.07], [-0.03, 0.02, -0.02], [0.00, 0.00, 0.00], [0.00, 0.00, 0.00], [0.00, -0.01, 0.00], [0.07, 0.00, -0.01], [-0.01, -0.01, 0.00], [0.01, 0.00, 0.01]], "e_tot_ev": -186921.2258, "orbital_gap_ev": [5.987, 6.105], "multiplicity": 2, "e_above_lowest_kj_mol": 220.7, "total_charge": 3, "s_squared": 0.75}